No. 1
{
  "formula": "C25H21Cl6N5O8STi",
  "method": "ωB97M-V/def2-TZVPD",
  "largest_force_ev_per_a": 2.0,
  "total_energy_ev": -159185.970,
  "de_lowest_kj_mol": 99.8,
  "homo_lumo_gap_ev": 7.161,
  "homo_energy_ev": -8.452,
  "lumo_ev": -1.3,
  "species": ["Ti", "Cl", "C", "C", "Cl", "C", "Cl", "C", "O", "C", "Cl", "C", "Cl", "O", "C", "O", "C", "C", "C", "N", "C", "C", "C", "O", "O", "H", "H", "H", "C", "C", "C", "C", "Cl", "C", "C", "C", "O", "C", "C", "O", "O", "H", "H", "H", "H", "H", "H", "H", "H", "S", "C", "N", "C", "C", "N", "H", "H", "H", "H", "H", "H", "N", "N", "H", "H", "H", "H"],
  "positions_angstrom": [[-0.1311, 0.2882, -0.5713], [1.9399, -6.5895, -1.1416], [1.5116, -4.9342, -1.3168], [1.2953, -4.1507, -0.1840], [1.4760, -4.8002, 1.3979], [0.9431, -2.8272, -0.3441], [0.7086, -1.7824, 1.0261], [0.8091, -2.2573, -1.5980], [0.4597, -0.9545, -1.6949], [1.0269, -3.0278, -2.7221], [0.8387, -2.2915, -4.2650], [1.3801, -4.3680, -2.5850], [1.6464, -5.3222, -3.9881], [-6.4931, -1.6615, 0.5800], [-5.7140, -2.6454, 0.4941], [-5.9130, -3.8607, 0.3962], [-4.2570, -2.1858, 0.3949], [-3.5056, -2.5759, -0.7041], [-2.3194, -1.9356, -1.0007], [-1.8391, -0.9522, -0.2361], [-2.5457, -0.5932, 0.8563], [-3.7330, -1.1707, 1.2034], [-1.9763, 0.6000, 1.5642], [-2.4798, 1.1383, 2.5022], [-0.8555, 1.0285, 0.9437], [-3.8714, -3.3712, -1.3430], [-1.7454, -2.1896, -1.8805], [-4.2772, -0.8029, 2.0639], [5.9004, 3.3946, 1.4100], [4.7585, 3.0547, 2.3309], [4.9617, 2.8086, 3.6803], [3.8955, 2.5102, 4.5154], [4.1909, 2.2012, 6.2045], [2.6097, 2.4589, 4.0226], [2.3863, 2.7040, 2.6716], [3.4549, 2.9922, 1.8408], [3.3401, 3.2502, 0.4909], [2.0584, 3.3708, -0.0616], [1.4418, 2.0520, -0.4109], [0.5745, 2.0020, -1.3527], [1.6645, 0.9787, 0.2154], [6.8460, 3.3787, 1.9502], [5.7658, 4.3859, 0.9712], [5.9603, 2.6886, 0.5786], [5.9643, 2.8596, 4.0890], [1.7815, 2.2228, 4.6783], [1.3746, 2.6482, 2.2965], [2.1347, 3.9460, -0.9793], [1.3678, 3.8920, 0.6090], [-1.8939, 1.2155, -2.2941], [-3.5341, 0.9653, -1.8431], [-4.4242, 0.3025, -2.5642], [-5.7749, 0.3184, -1.9672], [-5.5392, 1.0967, -0.6517], [-4.1123, 1.4548, -0.7606], [-4.1833, -0.1144, -3.4455], [-6.1198, -0.6878, -1.7516], [-6.4794, 0.8123, -2.6325], [-5.7234, 0.4518, 0.2035], [-6.1474, 1.9952, -0.5807], [-3.6107, 1.9910, -0.0743], [3.5455, -1.1703, -0.8759], [3.6618, -0.9475, -2.2817], [3.9342, -0.4144, -0.3232], [4.0542, -2.0169, -0.6613], [4.5729, -0.5861, -2.5379], [2.9630, -0.2707, -2.5561]],
  "lowdin_charge": [0.93, 0.71, -0.69, -0.69, 0.72, -0.56, 0.89, -0.44, -0.26, -0.62, 0.75, -0.68, 0.71, -0.03, -0.69, 0.01, -0.07, 0.04, -0.09, -0.05, -0.20, 0.07, -0.51, 0.15, -0.16, 0.13, 0.12, 0.15, -0.03, -0.19, -0.06, -0.66, 0.66, -0.09, 0.00, -0.22, -0.02, -0.07, -0.53, -0.13, -0.05, 0.08, 0.09, 0.08, 0.11, 0.11, 0.11, 0.15, 0.15, 0.79, -0.77, 0.06, -0.08, -0.08, 0.06, 0.15, 0.11, 0.12, 0.09, 0.12, 0.14, -0.06, -0.05, 0.07, 0.08, 0.07, 0.05]
}


No. 2
{
  "formula": "C25H21ClFeN2O2",
  "method": "ωB97M-V/def2-TZVPD",
  "largest_force_ev_per_a": 3.9,
  "total_energy_ev": -80251.447,
  "spin_multiplicity": 5,
  "homo_lumo_gap_ev": [4.497, 4.604],
  "charge": -2,
  "homo_energy_ev": [-0.062, -0.169],
  "lumo_ev": [4.4, 4.4],
  "species": ["C", "C", "C", "H", "C", "C", "H", "H", "H", "H", "Fe", "Cl", "C", "C", "C", "H", "C", "C", "H", "H", "H", "H", "O", "C", "N", "C", "C", "O", "N", "C", "C", "C", "C", "C", "C", "C", "C", "C", "C", "C", "C", "H", "H", "H", "H", "H", "H", "H", "H", "H", "H", "H"],
  "positions_angstrom": [[-0.0559, 3.6771, -0.1312], [-0.5587, 4.2353, -1.3777], [0.4077, 3.9480, -2.3953], [-1.4163, 4.8945, -1.4736], [1.4272, 3.1269, -1.8297], [1.1645, 2.9893, -0.4359], [1.8333, 2.5581, 0.3026], [-0.4551, 3.8656, 0.8581], [0.4115, 4.3573, -3.3955], [2.2752, 2.7168, -2.3603], [-1.1120, 2.0731, -1.1226], [-2.9496, 2.5138, -0.2040], [-1.8757, 0.4491, -2.8600], [-0.6881, 0.4800, -3.6683], [-0.6150, 1.7433, -4.3218], [-0.0081, -0.3432, -3.8187], [-1.7680, 2.5034, -3.9730], [-2.5714, 1.7161, -3.0767], [-3.5803, 1.9421, -2.7419], [-2.2704, -0.3883, -2.2936], [0.1771, 2.0539, -4.9896], [-2.0269, 3.4870, -4.3300], [1.5657, -0.1315, -2.1574], [1.0423, -0.2744, -1.0563], [1.4590, -1.2178, -0.1135], [0.5772, -1.2527, 1.0276], [-0.1198, 0.0920, 0.8386], [-0.6041, 0.7493, 1.7668], [-0.0036, 0.4820, -0.4748], [-0.3940, -2.4194, 0.9194], [-1.7585, -2.2005, 0.7378], [-2.6396, -3.3012, 0.7278], [-2.1389, -4.5961, 0.8731], [-0.7579, -4.8115, 1.0011], [0.1139, -3.7155, 1.0188], [1.3703, -1.2171, 2.3124], [1.0032, -1.9313, 3.4568], [1.6955, -1.7041, 4.6581], [2.7217, -0.7558, 4.7086], [3.0928, -0.0525, 3.5478], [2.4313, -0.3197, 2.3425], [1.9877, -2.0080, -0.4545], [-2.1594, -1.1870, 0.6413], [-3.7039, -3.1091, 0.6153], [-2.8233, -5.4431, 0.8868], [-0.3520, -5.8112, 1.0998], [1.1917, -3.8692, 1.1465], [0.1833, -2.6464, 3.4118], [1.4125, -2.2677, 5.5387], [3.2405, -0.5611, 5.6417], [3.8804, 0.6963, 3.5596], [2.7407, 0.1852, 1.4168]],
  "lowdin_charge": [-0.29, -0.26, -0.18, 0.08, -0.16, -0.20, 0.08, 0.08, 0.07, 0.07, 0.32, 0.02, -0.23, -0.19, -0.20, 0.06, -0.22, -0.29, 0.03, 0.06, 0.06, 0.06, 0.02, -0.50, 0.12, -0.31, -0.46, 0.04, 0.09, -0.14, 0.02, -0.07, -0.12, -0.10, -0.06, -0.14, -0.02, -0.10, -0.12, -0.08, -0.01, 0.14, 0.13, 0.10, 0.09, 0.09, 0.12, 0.11, 0.09, 0.08, 0.09, 0.13]
}


No. 3
{
  "formula": "C25H21FN4O3",
  "method": "ωB97M-V/def2-TZVPD",
  "largest_force_ev_per_a": 1.3,
  "total_energy_ev": -41085.404,
  "de_lowest_kj_mol": 2.8,
  "homo_lumo_gap_ev": 7.780,
  "homo_energy_ev": -7.425,
  "smiles": "O=C(CNc1ccc2c(c1)OCO2)N/N=C\\c1cn(Cc2ccc(F)cc2)c2ccccc12",
  "lumo_ev": 0.4,
  "species": ["O", "C", "N", "N", "C", "C", "C", "N", "C", "C", "C", "C", "C", "C", "H", "H", "H", "H", "C", "C", "C", "C", "C", "C", "C", "H", "H", "F", "H", "H", "H", "H", "H", "H", "H", "C", "N", "C", "C", "C", "C", "C", "C", "H", "O", "C", "O", "H", "H", "H", "H", "H", "H", "H"],
  "positions_angstrom": [[-1.2285, -3.3524, 2.6411], [-1.5592, -3.3116, 1.4684], [-0.8869, -4.0077, 0.5317], [-1.1151, -4.0827, -0.8366], [-0.9334, -3.0511, -1.5695], [-0.4539, -1.7332, -1.2663], [0.1655, -1.2573, -0.1251], [0.5325, 0.0331, -0.2833], [0.1632, 0.4534, -1.5366], [0.3103, 1.6890, -2.1546], [-0.1831, 1.8264, -3.4342], [-0.8084, 0.7637, -4.0893], [-0.9571, -0.4639, -3.4819], [-0.4638, -0.6308, -2.1908], [-1.4474, -1.2768, -3.9960], [-1.1833, 0.9135, -5.0907], [-0.0881, 2.7750, -3.9405], [0.7815, 2.5220, -1.6554], [1.2824, 0.7850, 0.6906], [2.7415, 0.3922, 0.6737], [3.3643, -0.0707, 1.8246], [4.6967, -0.4435, 1.8053], [5.3936, -0.3539, 0.6148], [4.7964, 0.0972, -0.5489], [3.4662, 0.4703, -0.5107], [2.9853, 0.8210, -1.4118], [5.3698, 0.1522, -1.4604], [6.6910, -0.7175, 0.5857], [5.1925, -0.8027, 2.6928], [2.8068, -0.1390, 2.7468], [1.1764, 1.8476, 0.4574], [0.8569, 0.6067, 1.6820], [0.3920, -1.7660, 0.7923], [-1.1807, -3.2303, -2.6097], [-0.2534, -4.7245, 0.8673], [-2.7736, -2.4977, 1.0158], [-2.9108, -1.3233, 1.8452], [-2.5335, -0.0721, 1.3988], [-2.8287, 0.3622, 0.1045], [-2.4995, 1.6373, -0.3392], [-1.8811, 2.4782, 0.5518], [-1.6088, 2.0697, 1.8554], [-1.9137, 0.8103, 2.3016], [-1.6909, 0.5050, 3.3111], [-0.9790, 3.0865, 2.5311], [-0.9316, 4.1720, 1.6306], [-1.4225, 3.7688, 0.3737], [-1.5461, 5.0013, 2.0215], [0.1095, 4.5171, 1.5288], [-2.7216, 1.9527, -1.3443], [-3.3375, -0.2986, -0.5782], [-2.5952, -1.5298, 2.7886], [-3.6502, -3.1446, 1.1557], [-2.7074, -2.2280, -0.0345]],
  "lowdin_charge": [0.04, -0.49, 0.04, 0.04, -0.11, -0.14, 0.02, -0.01, -0.19, -0.02, -0.09, -0.09, -0.02, -0.13, 0.11, 0.10, 0.10, 0.11, -0.08, -0.20, -0.03, 0.00, -0.28, 0.00, -0.02, 0.11, 0.12, 0.06, 0.12, 0.12, 0.13, 0.13, 0.14, 0.12, 0.16, -0.10, 0.03, -0.27, -0.03, 0.00, -0.22, -0.22, 0.06, 0.13, 0.03, -0.17, 0.02, 0.14, 0.14, 0.12, 0.11, 0.12, 0.14, 0.09]
}


No. 4
{
  "formula": "C25H21IN2OPPd",
  "method": "ωB97M-V/def2-TZVPD",
  "largest_force_ev_per_a": 0.6,
  "total_energy_ev": -52133.604,
  "de_lowest_kj_mol": 58.8,
  "homo_lumo_gap_ev": 3.744,
  "charge": 3,
  "homo_energy_ev": -16.144,
  "lumo_ev": -12.4,
  "species": ["Pd", "C", "C", "C", "C", "C", "C", "P", "C", "C", "C", "C", "C", "C", "C", "C", "C", "C", "C", "C", "C", "C", "C", "C", "H", "H", "H", "H", "H", "H", "H", "H", "H", "H", "H", "H", "H", "H", "H", "H", "I", "C", "C", "N", "N", "C", "H", "H", "H", "O", "H", "H"],
  "positions_angstrom": [[-1.1410, -0.1275, -0.4683], [4.3476, -3.2392, -2.0913], [3.6724, -3.6646, -0.9500], [2.6856, -2.8710, -0.4040], [2.3811, -1.6324, -1.0089], [3.0605, -1.2118, -2.1701], [4.0481, -2.0178, -2.6942], [1.1695, -0.6611, -0.2238], [0.6728, 0.8143, -1.1021], [0.3454, 0.5745, -2.4897], [0.0240, 1.6387, -3.2902], [0.0458, 2.9432, -2.7527], [0.3684, 3.1905, -1.4216], [0.6615, 2.1332, -0.5789], [1.3159, -0.5166, 1.5105], [2.4991, -0.6325, 2.2273], [2.4662, -0.5621, 3.6247], [1.2622, -0.4716, 4.2858], [0.0232, -0.4345, 3.5922], [-1.2310, -0.4956, 4.2427], [-2.3908, -0.5793, 3.5198], [-2.3693, -0.5694, 2.0968], [-1.1555, -0.4173, 1.5132], [0.0687, -0.4055, 2.1791], [5.1249, -3.8628, -2.5142], [3.9171, -4.6145, -0.4951], [2.1508, -3.2023, 0.4783], [2.8592, -0.2490, -2.6180], [4.6019, -1.6955, -3.5653], [0.4113, -0.4309, -2.8912], [-0.2132, 1.4913, -4.3357], [-0.1932, 3.7795, -3.3989], [0.3800, 4.2053, -1.0473], [0.8970, 2.2964, 0.4663], [3.4441, -0.7554, 1.7124], [3.3912, -0.6020, 4.1828], [1.2463, -0.4485, 5.3693], [-1.2630, -0.5080, 5.3248], [-3.3516, -0.6444, 4.0125], [-3.3024, -0.6188, 1.5550], [-4.7913, 4.8924, 0.4282], [-4.0508, 3.1202, -0.3117], [-4.5159, 2.3955, -1.3928], [-3.7387, 1.3064, -1.5115], [-2.7909, 1.2695, -0.5504], [-2.9756, 2.3752, 0.1756], [-5.3382, 2.5809, -2.0655], [-3.8315, 0.5555, -2.1767], [-2.3436, 2.5871, 1.0239], [-2.6564, -1.6662, -1.0301], [-2.3968, -2.5271, -1.3900], [-3.5011, -1.8147, -0.5809]],
  "lowdin_charge": [0.95, 0.02, -0.02, -0.06, -0.34, -0.05, -0.01, 1.16, -0.46, -0.11, 0.00, 0.05, 0.00, -0.01, -0.30, -0.01, 0.00, 0.07, -0.12, 0.03, 0.00, -0.04, -0.13, -0.19, 0.14, 0.13, 0.12, 0.11, 0.13, 0.12, 0.14, 0.14, 0.14, 0.14, 0.13, 0.14, 0.15, 0.14, 0.14, 0.11, 1.00, -0.76, -0.09, 0.01, -0.10, -0.19, 0.14, 0.16, 0.12, -0.05, 0.10, 0.10]
}